# 1
# C2H11O3S

A cluster of 4 separate species, C2H11O3S in total at a distorted geometry (ωB97M-V/def2-TZVPD, the OMol25 dataset).

Geometry as ORCA input:
```
! wB97M-V def2-TZVPD RIJCOSX def2/J DEFGRID3
* xyz -1 1
H -0.18272 -0.00878 0.98771
H 0.25582 -1.70704 -0.15166
H 0.55739 -1.32175 3.71597
H 0.66481 -2.27576 -1.77327
H 0.68265 -0.23291 5.04384
O 0.57387 -1.22763 4.65999
O -1.68479 3.08509 -3.17092
H 1.61062 0.03698 -0.87540
H -0.26972 -0.55931 2.73514
H 0.79389 0.21044 -2.53094
H -1.17067 2.39884 -2.68408
S -0.53630 1.08144 -0.62157
H -1.23947 3.87461 -2.91467
C 0.63937 -0.02710 -1.51276
O 0.10829 -0.46556 1.89629
C 0.10448 -1.48764 -1.22793
H -0.90752 -1.37392 -1.57572
*
```

Output
* HOMO level: -0.118 hartree
* HOMO-LUMO gap: 6.59 eV

# 2
# C6H10O

An isolated molecule of C6H10O (ωB97M-V/def2-TZVPD, the OMol25 dataset).

Geometry as ORCA input:
```
! wB97M-V def2-TZVPD RIJCOSX def2/J DEFGRID3
* xyz 0 1
H 0.93519 -0.35497 -1.62665
H 3.04021 -0.07219 -0.16610
H -1.23252 -0.60546 1.78099
H 1.98398 1.34894 -0.17810
H 1.13314 -1.59401 -0.38919
C 2.04977 0.29769 0.12107
H 1.95720 0.24775 1.21150
H -1.43142 -1.97173 -0.80936
H -1.46441 -0.55392 -1.89731
C -0.72097 1.15325 0.32845
H -1.21931 3.13830 1.31893
O -0.46124 -0.94150 1.30457
H -2.53480 -0.61776 -0.48091
C -0.99136 2.21049 0.84267
C -1.54047 -0.88397 -0.85477
C 0.94880 -0.52470 -0.54290
C -0.45177 -0.27621 0.03713
*
```

Output
* HOMO level: -0.373 hartree
* HOMO-LUMO gap: 11.14 eV

# 3
# C7H10

An isolated molecule of C7H10 (ωB97M-V/def2-TZVPD, the OMol25 dataset).

Geometry as ORCA input:
```
! wB97M-V def2-TZVPD RIJCOSX def2/J DEFGRID3
* xyz 0 1
C 1.43111 0.52985 -0.75943
H 0.71859 -1.27329 -1.71925
C 1.64917 0.71745 0.54512
H 2.39872 1.42450 0.89050
H -2.30889 0.54474 -1.11424
H 2.06755 1.00565 -1.50270
H -2.56350 0.25435 0.61783
C 0.32105 -0.35363 -1.26357
C 0.93695 -0.10652 1.53258
H -1.32683 1.41098 0.08899
C -0.12134 -0.83584 1.17224
H -1.25943 -1.59444 -0.47840
C -0.74765 -0.66651 -0.19549
H 1.33929 -0.16730 2.54199
H -0.15779 0.19585 -2.08024
H -0.57464 -1.53736 1.86912
C -1.80237 0.45154 -0.14505
*
```

Output
* HOMO level: -0.305 hartree
* HOMO-LUMO gap: 9.43 eV

# 4
# C12H15O6PS2SeW

A structure of composition C12H15O6PS2SeW (ωB97M-V/def2-TZVPD, the OMol25 dataset).

Geometry as ORCA input:
```
! wB97M-V def2-TZVPD RIJCOSX def2/J DEFGRID3
* xyz -1 2
H -4.18791 -2.45084 0.55366
C -1.02146 -3.30298 3.39129
H -1.34925 0.77793 -2.39240
O -2.18041 -2.11644 0.24781
C 0.24657 -2.73479 3.46859
H 0.86590 -2.89861 4.33846
S 1.11381 1.67121 0.94792
C -0.28014 0.55772 -2.39780
H 0.02161 0.72097 -4.52772
H 1.26135 -0.21238 -3.64829
C 0.75349 4.48867 -0.56654
H -0.06329 -0.15804 -1.60462
C -1.23752 -2.24392 1.24810
C 0.77047 -1.93968 2.45422
O 2.69744 -1.56826 3.77189
H 1.20033 5.47408 -0.70543
C -3.23689 -2.98766 0.60092
H -1.23449 5.28399 -0.71703
S 3.55453 1.51373 -1.47123
Se 2.23347 -1.95798 -1.46692
H -0.61747 4.58437 -2.22891
H -3.25503 -3.84444 -0.08560
C -0.65163 4.46568 -1.14572
C 2.16695 -1.37357 2.69106
W 2.48875 -0.11287 -0.19357
H 0.35729 -1.05905 0.48793
O -3.01916 -3.44494 1.92900
P 1.55128 1.97624 -1.02011
C 0.01271 -1.68621 1.30223
H -1.15115 3.52616 -0.91456
C 0.19492 0.00459 -3.72349
H -0.32682 -0.92606 -3.95319
O 2.73581 -0.73004 1.72495
O 1.65253 3.58545 -1.20216
O 0.38378 1.80160 -2.13911
C -1.74891 -3.03927 2.25660
H -1.42074 -3.92089 4.18429
H 0.71926 4.27653 0.50547
*
```

Output
* HOMO level (alpha / beta): -0.151 / -0.144 hartree
* HOMO-LUMO gap (alpha / beta): 6.78 / 6.59 eV

# 5
# C3H5NS3

A structure of composition C3H5NS3 at a distorted geometry (ωB97M-V/def2-TZVPD, the OMol25 dataset).

Geometry as ORCA input:
```
! wB97M-V def2-TZVPD RIJCOSX def2/J DEFGRID3
* xyz 0 1
C -1.91222 -0.30755 -0.09261
N -0.14116 1.40272 -0.32893
S 1.16297 -1.82570 -0.80269
S 1.46852 1.94777 -0.36355
H 1.35575 3.28923 -0.82394
H 2.48013 -0.61509 -0.69249
C 0.39697 -0.91432 0.71020
H 1.13367 -0.63615 1.24315
H -1.84073 -1.33246 0.12252
C -0.60520 0.22209 0.15732
H -0.14212 -1.58156 1.42324
S -3.35660 0.35102 -0.55221
*
```

Output
* HOMO level: -0.330 hartree
* HOMO-LUMO gap: 7.38 eV

# 6
# C58H50N8OPbSSb2

A structure of composition C58H50N8OPbSSb2 (ωB97M-V/def2-TZVPD, the OMol25 dataset).

Geometry as ORCA input:
```
! wB97M-V def2-TZVPD RIJCOSX def2/J DEFGRID3
* xyz 2 1
H 3.35012 -6.83280 4.73513
H 0.50090 3.10454 4.60525
H -6.52256 2.41380 -4.10871
C -3.99025 5.05701 -1.71341
C 4.96762 0.57462 -1.05705
C -4.48622 -3.79308 -0.54587
H -1.14895 4.42879 -3.45255
H 2.23975 -4.83572 3.81792
H -3.08015 -2.74818 -3.99415
C -2.08580 -3.99752 3.28312
H -4.25565 -4.89605 -3.73813
H -5.15791 -5.57242 -1.54359
C -4.38266 0.70214 -2.11798
H 5.63006 -2.45490 4.92771
Pb 0.17660 -0.34656 0.40152
C -0.14296 1.58514 -4.04772
C -1.09611 -1.85029 3.12090
H -3.04748 0.05934 1.58624
H 0.66860 -1.56825 -2.71030
C 3.18849 4.77252 -2.96886
N 2.44264 -3.21943 1.75068
C -6.44351 1.17586 -0.95811
C -1.73858 -2.79539 3.89025
C -6.14353 1.91501 -3.22492
C 1.84412 5.89966 -1.31613
H 2.95310 3.53403 4.66129
H 2.86258 -4.11506 1.96389
N 2.74035 0.90278 -1.70878
C -5.17414 0.61700 -0.97527
C -1.49347 1.19138 -4.64273
C -0.26384 -4.76464 -2.11537
O 1.53892 0.41174 -1.87194
H -3.83897 3.61612 3.83233
H -1.37397 1.16243 -5.72990
H 6.71057 -4.45110 5.89168
C -0.66412 -4.63664 -0.79507
H -7.92002 2.26554 -2.07400
H 0.17291 4.79670 -0.54937
H -2.71137 2.45524 0.03105
C -4.63814 -4.62812 -1.64613
C -3.82231 -2.58268 -0.68465
H -4.80894 0.10246 -0.09180
C 2.46105 3.26782 3.73494
H -4.89157 -4.08102 0.41809
C -4.87319 1.35002 -3.24427
N 3.14458 -2.43755 -0.96465
C 0.49411 2.68648 2.49862
C -2.01437 -0.17410 -4.19179
C -1.07906 -3.22563 1.24485
H -1.27843 -0.95527 -4.39322
N -0.79266 -2.05688 1.83294
H -4.63357 4.00593 0.04516
C -3.16685 2.95938 3.29492
C 0.25569 -2.42373 -2.18391
H -2.22709 1.97367 -4.43209
H 1.63758 6.77495 -0.71293
C 3.90304 -3.53557 4.25013
C 1.28491 3.66950 -2.00977
C -3.46990 -3.03142 -3.02354
H -1.96420 -2.59954 4.92935
Sb -2.44924 -0.24420 -2.08666
H -7.06059 1.09290 -0.07117
C -2.73068 0.98894 2.05015
H -2.60856 -4.75991 3.84746
C 5.74377 -4.54264 5.41542
C -3.87723 4.09011 -0.72542
H -1.42290 4.17162 3.62661
C -0.63649 -3.39205 -0.16471
C -1.83622 3.33012 -1.72091
C 2.49502 2.82341 1.39988
H -2.93631 -0.42985 -4.71442
H 3.57865 6.75348 -2.24921
C -1.92520 4.31615 -2.70164
H -2.02283 -5.14163 1.47552
C -3.31740 -2.19571 -1.92451
C -3.63170 1.78215 2.73096
H 0.51200 -3.75998 -3.84788
H 2.26892 -3.03773 0.77140
C 0.19277 -3.65736 -2.81723
C -3.01931 5.17130 -2.70224
H -4.66987 1.48790 2.81076
Sb -0.10044 2.06062 -1.93911
N 6.01896 0.94249 -0.77242
C 1.09614 3.03378 3.70398
H 3.01818 2.75863 0.45319
H 3.58701 -1.48824 4.16324
C 5.11277 -5.77836 5.34188
H -3.10286 5.93181 -3.46830
H -0.98305 -5.52116 -0.25738
H -3.69428 -1.93842 0.18213
H -0.79663 -0.89059 3.53181
C -2.79850 3.21437 -0.73371
C 5.13981 -3.42121 4.87411
C 3.65112 0.07238 -1.34057
C 3.39858 -1.32911 -1.12867
H 0.59501 0.79451 -4.18500
C 1.02090 4.78883 -1.22410
C -6.92821 1.83152 -2.08388
C 2.73023 -2.17796 2.52406
H -0.30126 -5.73305 -2.59757
H -4.28155 1.42254 -4.14950
C 2.36775 3.65496 -2.88301
H 4.24601 3.33020 2.52646
N 3.33113 -2.34623 3.69924
C -0.15757 -2.28834 -0.87095
C 2.93190 5.88780 -2.18381
H 2.57930 2.78284 -3.48863
H 0.23430 2.48869 -4.52911
C 3.24621 -4.75942 4.21291
H -4.83705 5.73267 -1.71178
N -1.43639 1.29799 1.89967
C -1.75166 -4.21460 1.95880
C 3.17848 3.15738 2.55695
C -4.12860 -4.24751 -2.87985
S 2.35592 -0.55388 2.06913
C 3.86186 -5.87957 4.75560
C -1.82302 3.26988 3.18227
C -0.97137 2.41014 2.49176
H 4.02893 4.77029 -3.65184
H 5.59238 -6.65700 5.75226
N 1.18092 2.57811 1.35998
*
```

Output
* HOMO level (alpha / beta): -0.449 / -0.449 hartree
* HOMO-LUMO gap (alpha / beta): 4.96 / 4.96 eV

# 7
# C27H55N2O11P3

A cluster of 3 separate species, C27H55N2O11P3 in total at a distorted geometry (ωB97M-V/def2-TZVPD, the OMol25 dataset).

Geometry as ORCA input:
```
! wB97M-V def2-TZVPD RIJCOSX def2/J DEFGRID3
* xyz 0 1
H -0.44220 1.59870 6.17673
H 1.41626 -6.59711 -0.48318
C 1.38549 -0.28529 -2.28393
H -4.41441 4.18843 -0.10178
H 2.97999 -1.59999 -3.00899
H 1.31713 -8.14238 0.37132
C -0.96185 1.21098 -4.24345
H 4.09099 5.99432 6.10919
H 0.19234 -7.76970 -0.94795
H -0.32344 0.46396 0.10187
H -2.58970 1.95367 2.38909
P 0.59433 5.50461 5.52516
C -3.04498 -0.73594 2.19184
H -1.75387 -6.55849 -4.42381
H -1.21558 -2.82413 -1.26901
H -0.29433 2.44540 -2.72382
H -0.29357 -7.54725 -4.38074
P 2.45946 -6.26867 -3.24350
H 5.16577 -6.29689 -6.79907
H 2.41245 5.27616 2.53687
H -4.83090 -1.83563 1.94624
H 2.67532 6.57950 8.13554
O 1.12703 -5.45146 -3.03840
C 2.18537 -8.28962 -1.59474
N -3.86931 0.10932 -1.56519
H -4.32809 2.64418 -0.99699
O 0.53326 4.12151 6.36798
C -1.15090 2.41944 6.05912
H -0.53981 3.32864 7.90928
C -0.59078 -1.99929 -0.94135
H -5.69790 3.68249 -1.26333
C -0.70811 3.61684 6.86923
H -1.03035 -7.01623 -2.86988
C -0.73704 1.30530 -0.44588
O -0.74243 5.65582 4.93898
H 3.99878 -5.00114 -5.06902
H 0.40109 -2.33261 -0.63716
H -4.82871 -0.29072 1.04750
H -2.22149 2.89117 -0.12129
O 1.64897 5.05413 4.39945
C -4.23172 -1.14408 1.36262
H 1.84584 -0.44814 -1.30838
H -1.18457 2.66354 4.99726
H 2.35479 -0.45496 -4.24177
N -0.68060 0.78864 -5.27193
C 1.81363 5.86541 3.23040
H 3.45687 7.00971 4.03655
C 2.42677 5.75995 7.46053
C -4.63100 3.69127 -1.04506
H 4.75022 -7.41245 -5.48225
C -1.61183 2.18840 0.43866
H 1.47617 0.77589 -2.52352
O 1.48178 6.32573 6.53674
H -3.52019 1.41243 1.01915
C -2.74223 0.35513 -1.63235
H 2.91771 -5.16609 -6.44801
O -2.09612 0.07343 1.62455
P -0.40185 -0.75510 -2.28909
H 1.89888 7.80978 4.18058
C -2.41030 2.77805 -3.19242
H 3.51287 4.33451 6.24966
C -3.81623 4.35714 -2.15689
H 2.69679 7.72789 2.60441
C -1.19892 1.87823 -2.93721
H -1.47445 4.39131 6.86427
H -3.91072 -1.66976 0.46276
C 4.34233 -6.76547 -6.25846
C 0.00393 -5.45163 -3.93561
C -1.37360 0.81645 -1.79421
C 3.69000 5.25606 6.80277
H -1.06126 -1.53854 -0.06713
H -2.23333 3.27146 -4.15723
H 3.78686 -7.39841 -6.95210
H -0.61654 -4.61808 -3.60271
O 2.01562 -7.77744 -2.92240
H 2.00963 -9.36237 -1.66109
H 0.84062 6.03875 2.76440
C -2.50551 1.43360 1.43313
C 1.22139 -7.66510 -0.60406
C 2.09946 -1.08969 -3.39677
H -2.13582 2.07384 6.37519
H -0.92949 2.79512 1.04144
H 0.11260 1.91307 -0.76351
O -2.50010 3.79909 -2.21914
H 1.96174 4.99262 8.07443
C 3.42883 -5.71977 -5.65712
O 2.41621 -6.34221 -4.86288
H 3.21927 -8.14230 -1.27445
H 4.43707 5.05096 7.57040
O 3.87294 -6.06527 -2.90704
C -0.81350 -6.72149 -3.89625
H -4.31449 4.27251 -3.12660
H 1.44143 -1.86717 -3.79117
O -2.89401 -1.14181 3.30171
H -3.68855 5.42099 -1.95772
H 0.30786 -5.20823 -4.95064
C 2.50805 7.18054 3.52813
H -3.34551 2.22205 -3.29547
*
```

Output
* HOMO level: -0.305 hartree
* HOMO-LUMO gap: 8.76 eV

# 8
# C30H68F4IN7O8P3S2

A structure of composition C30H68F4IN7O8P3S2 at a distorted geometry (ωB97M-V/def2-TZVPD, the OMol25 dataset).

Geometry as ORCA input:
```
! wB97M-V def2-TZVPD RIJCOSX def2/J DEFGRID3
* xyz 1 1
H 1.21325 -6.76653 1.70065
N -2.11604 3.02519 -6.02055
H 4.15095 -4.38947 0.48725
H -1.89769 -4.11839 -0.11471
C -1.81665 3.04430 7.04099
H 0.56850 -4.92921 1.05498
H -2.66201 -1.99817 -0.09720
C -0.90814 3.58469 -5.41467
H -5.05338 2.94077 -6.10602
H -2.65442 2.94819 6.34706
H -2.18699 4.68876 -7.26922
S -0.14876 -1.21092 2.45620
H -0.25930 0.13094 -8.15789
H 0.00902 1.33228 -6.91132
H 0.46341 6.60760 3.93043
C 0.28205 1.76062 0.37095
O 1.83179 -3.25586 4.56775
H 2.67717 -6.65009 2.72121
C -0.61825 2.22448 -0.76850
N 0.96555 4.93736 5.15176
H 3.81887 -3.09799 -2.04890
C 2.29659 -6.86871 1.73205
C 3.08597 -6.24312 0.58928
H 0.25449 2.47612 1.18848
C 0.69356 -3.87899 0.79420
H 3.06106 4.99698 5.09377
H -3.08647 6.25746 4.09620
H -6.02421 1.54966 -6.62194
H -4.24343 -0.30515 -4.23618
H -1.61579 -3.83914 -1.77581
S 1.49130 -4.05283 -3.04721
H -2.98551 5.62075 5.73915
N -0.89573 4.12978 6.60874
O 4.69213 -0.10055 -1.79481
C 3.35735 -2.11978 -1.95358
C 2.23690 4.46582 4.61148
O -2.58696 1.57533 -4.07131
P -0.37426 3.85735 4.95470
H -0.20731 -3.84296 3.30067
H 1.65916 -4.92856 3.47347
H -2.72790 -0.86523 -1.82900
H 2.37846 3.40561 4.81273
P -0.38084 -3.09399 2.12415
N -2.02374 0.71691 -7.12335
C 0.83175 6.36550 4.93533
C -0.56387 0.43582 -7.15800
H 3.08456 -1.70031 -2.91194
H -2.26563 2.96705 3.16159
H -0.28160 -0.34821 -6.44873
C -2.68712 -0.53111 -7.55353
H -0.97570 4.67269 -5.36380
H 3.19487 0.40078 0.13124
C -2.39866 5.84515 4.83775
H 0.84323 3.38804 7.63058
H 3.03321 -4.63042 -0.76760
H -2.19508 -0.90729 -8.45291
N -1.73847 4.68121 4.27665
H 4.51092 -7.33199 1.40808
P -2.46842 1.39918 -5.56757
H 2.31258 4.61917 3.52869
H -3.29799 4.36032 2.89599
H 0.69679 5.15092 7.58524
H -3.30075 3.44205 -7.73197
H 0.17933 6.81751 5.68585
H -3.72218 -0.35714 -7.82507
I 0.17206 -5.86114 -1.33821
H 3.79825 -3.25146 2.25535
C 3.13640 -4.72819 0.31619
H -1.31167 2.07601 7.09287
H -4.70353 2.05146 -7.61978
H -0.00266 3.32794 -5.98291
H 1.83600 -0.07810 1.10937
C -5.01011 1.95080 -6.57656
H -5.74423 -0.09758 -5.12205
H -1.03861 -1.38776 -0.15984
H 2.77291 -6.76575 -0.31197
H -0.77929 3.22539 -4.39452
H -1.70810 6.64659 5.07565
H 1.18600 -3.74393 5.08270
C 2.12056 0.25698 0.11759
C 0.14038 4.22316 7.65871
F 4.52898 -5.24088 3.39418
C 2.12879 -2.12012 -1.00320
C -2.73735 3.81437 3.65796
H -5.19024 1.17379 -4.01299
H 1.96196 -0.17749 -1.94629
H -1.59788 2.42705 -0.34023
N -4.14182 1.03156 -5.86418
C -1.33309 -3.48879 -0.78862
O -2.02816 -1.50689 -1.96707
H -0.34203 4.23347 8.63822
C -1.74178 -2.03752 -0.68188
F 4.32490 -3.61868 4.82180
O 2.56986 -2.41421 0.29547
H -0.14025 0.82058 0.72871
C 1.62769 -0.63096 -1.01853
C 2.71853 -3.28225 2.35692
C -4.86253 0.43011 -4.74942
O 1.60632 1.56066 -0.10962
O 4.45265 -6.64580 0.74252
H 2.45601 -2.25569 2.57653
O 0.09880 3.15455 3.70409
H -3.45750 3.42134 4.39065
H -2.23961 3.27251 8.01799
H 1.79650 6.85668 5.07279
H 0.33414 -2.30314 -2.14748
C 3.68300 -4.65290 4.25189
H -1.73223 -3.33138 1.80696
C 4.46393 -1.22603 -1.43726
H -2.64998 -1.31118 -6.78933
C 2.21460 -3.64958 0.93337
F 5.22605 -1.84681 -0.51531
F 3.35876 -5.50363 5.24928
C 0.98752 -2.99277 -1.62803
C 2.39080 -4.13548 3.58532
C -2.30415 3.60554 -7.33777
H -0.20247 3.09448 -1.26255
H 1.60562 -3.22348 -4.11123
H -0.75773 1.43230 -1.50182
H 0.54161 -0.56269 -1.03118
N 0.13441 -3.77647 -0.62154
H -1.57940 3.24442 -8.08003
H 2.45686 -7.94321 1.63629
*
```

Output
* HOMO level: -0.353 hartree
* HOMO-LUMO gap: 3.67 eV